Record 1
{
  "formula": "C13H15N3O",
  "method": "ωB97M-V/def2-TZVPD",
  "elements": ["C", "C", "H", "C", "H", "C", "H", "H", "C", "H", "H", "N", "H", "N", "C", "O", "C", "H", "C", "H", "C", "H", "C", "H", "N", "C", "H", "H", "H", "C", "C", "H"],
  "positions_angstrom": [[2.9451, -1.8101, 1.6052], [-0.9365, 4.0410, -0.6589], [0.5439, 1.0150, -1.5335], [-0.0407, 1.6559, -0.8439], [-1.9733, 3.7388, -0.8866], [2.2320, -0.6732, 2.0221], [0.4235, 1.6205, 0.1459], [4.0128, -1.9348, 1.8035], [0.9402, -2.5659, 0.4973], [2.7545, -3.7140, 0.4788], [-0.1473, 3.0568, -2.4739], [-1.9324, -1.1088, -1.7378], [-0.8025, 4.0875, 0.4329], [-1.3854, -0.3928, -0.7309], [0.0117, 3.0912, -1.3734], [0.2492, -4.4355, -0.6878], [-0.0118, -3.3285, -0.2567], [0.3507, 0.2966, 2.1620], [0.2801, -1.4053, 0.9191], [-0.7883, 5.0612, -1.0633], [2.2959, -2.7820, 0.8115], [-1.8285, -1.0171, 1.2707], [0.8945, -0.5134, 1.7414], [1.0365, 3.4310, -1.2449], [-1.9606, -2.3601, -1.4906], [-1.3982, -2.6233, -0.1744], [-2.0869, -3.2209, 0.3848], [-1.9932, 1.4077, -1.6082], [-1.8833, 1.4980, 0.1563], [-1.4216, 1.0831, -0.7336], [-1.1544, -1.2632, 0.4411], [2.7745, 0.0645, 2.6259]],
  "atomic_forces_ev_per_a": [[-0.4513, -0.5490, -1.1680], [-0.3945, 0.5093, -0.6752], [-0.1514, 0.2397, 0.4763], [1.0654, 0.0419, -0.3474], [0.2645, 0.3073, 0.2898], [1.3322, -0.3524, 0.6781], [0.2112, -0.0380, -0.1405], [-0.4361, 0.1562, 0.1574], [0.6147, 2.3415, 0.6362], [0.0994, 0.3679, 0.1047], [-0.2366, 0.2471, 0.6368], [0.2096, -1.6703, 0.6629], [0.0646, -0.1888, -0.3522], [-0.1402, 0.0123, 0.7064], [0.2771, -0.4608, -0.1047], [-0.8866, 0.7660, -0.3028], [-0.0038, -2.5831, -0.1482], [-0.3266, 0.7434, 0.1850], [-0.1083, -0.0387, -0.0320], [-0.2178, -0.4167, 0.3104], [-0.6737, 0.3291, 0.4658], [0.0580, 0.1376, -0.1170], [0.6767, 0.3046, 0.2600], [0.1711, 0.1383, -0.0385], [-0.3824, 1.8776, -1.1466], [0.2550, 0.1138, -0.7839], [-0.2786, -0.6462, 0.3028], [-0.1973, -0.3317, 0.1087], [-0.4850, -0.3151, 0.2411], [-0.0896, -0.7629, -0.6939], [0.5172, -0.0297, 0.0303], [-0.3568, -0.2503, -0.2017]],
  "nbo_charge": [-0.22, -0.62, 0.22, -0.40, 0.20, -0.17, 0.19, 0.22, -0.17, 0.24, 0.20, 0.05, 0.20, -0.26, -0.39, -0.50, 0.56, 0.21, 0.03, 0.22, -0.13, 0.21, -0.22, 0.20, -0.21, -0.21, 0.24, 0.22, 0.19, -0.22, -0.10, 0.22],
  "de_lowest_ev": 2.601,
  "largest_force_ev_per_a": 2.59,
  "smiles": "CCCCN1N=N[C@H]2C(=O)c3ccccc3[C@H]21",
  "energy_ev": -20240.383
}

Record 2
{
  "formula": "C37H33BNO7S",
  "method": "ωB97M-V/def2-TZVPD",
  "elements": ["O", "H", "H", "C", "O", "H", "H", "C", "O", "H", "C", "H", "C", "H", "H", "B", "N", "H", "C", "C", "H", "C", "C", "H", "H", "H", "H", "C", "C", "H", "C", "C", "C", "C", "C", "H", "C", "H", "O", "H", "C", "H", "C", "H", "C", "O", "C", "H", "O", "C", "H", "C", "C", "C", "H", "C", "C", "H", "C", "C", "H", "H", "C", "H", "H", "C", "H", "C", "C", "C", "O", "C", "H", "C", "C", "S", "H", "H", "C", "H"],
  "positions_angstrom": [[-4.7473, 2.8266, -3.5768], [-5.1565, 5.8090, -7.3765], [2.8315, -3.2155, 2.8549], [1.0301, 2.1998, 2.1066], [-1.9425, 1.1101, 1.5455], [-9.4053, -0.4168, -1.4619], [2.1837, 3.9286, -2.1458], [5.0466, -4.9145, 6.5766], [5.0776, -5.0374, 7.7905], [2.8385, -3.9153, 7.7653], [-2.3873, 2.3330, -0.8542], [-1.6564, 1.8901, -1.6432], [-6.8566, 1.8323, -3.3192], [2.1826, 1.6444, -3.3211], [0.4383, 3.4181, -2.4501], [0.3959, 2.1874, 0.5701], [4.3743, 0.6934, -2.2239], [0.3901, 4.3249, -0.1736], [7.1215, -5.8680, 3.5700], [-5.4434, 4.3905, -5.7862], [-7.4377, 5.5022, -8.3014], [-7.6186, 3.3454, -5.6815], [6.1078, -5.3123, 4.3525], [1.1308, 0.9101, -2.0005], [5.2276, 1.2712, -2.1100], [4.8656, -0.1200, 0.3861], [-2.7592, 3.3870, -1.1357], [1.3738, 3.1551, -1.8127], [-8.5805, 2.4369, -5.0191], [-4.4412, 4.5260, -5.3899], [-5.8448, 5.1135, -6.9057], [7.2042, -6.1306, 6.3440], [-5.8882, 2.7255, -3.9932], [3.9027, -4.0448, 4.5362], [2.8391, -3.3723, 3.9295], [-10.0998, 0.8177, -3.4864], [-7.1273, 4.9433, -7.4236], [-5.4450, 1.1954, -1.8154], [4.6117, -1.6622, -2.6018], [8.9539, -6.9920, 3.5632], [-8.0138, 4.0615, -6.8137], [7.0940, -5.7712, 2.4885], [6.1411, -5.4564, 5.7393], [9.0399, -7.2050, 6.0331], [3.9121, -4.2301, 5.9188], [-1.8397, 3.5757, 1.6387], [1.7379, 2.1578, 3.2212], [-7.0715, -0.2449, -0.6390], [-9.7058, 2.2905, -5.4696], [5.2470, -1.0040, -0.2668], [2.9608, 0.4598, -0.5973], [8.2163, -6.6772, 5.5615], [-7.3781, 0.3064, -1.5227], [3.2843, 1.2896, -1.3491], [-3.2487, 1.5815, -0.7620], [1.1225, 3.4166, -0.2370], [4.7241, -0.6795, -1.7818], [0.6103, 1.1054, 0.1465], [-8.1613, 1.7135, -3.7985], [1.9658, 1.7036, -2.1768], [6.4075, -1.0488, -0.2641], [-9.0136, 3.9370, -7.2193], [-9.0787, 0.9038, -3.1265], [2.3796, 2.3874, 4.1375], [0.9528, -2.3854, 4.2276], [-8.6882, 0.2067, -1.9873], [7.2430, -6.2346, 7.4244], [8.1703, -6.5543, 4.1742], [-6.4629, 1.1177, -2.1858], [1.7795, -3.1070, 6.0803], [5.0047, -4.3957, 2.4946], [5.0057, -4.5688, 3.7021], [3.6838, 2.1887, -0.7258], [2.8448, -3.7642, 6.6897], [1.7804, -2.9046, 4.7016], [-1.4691, 2.3627, 0.7750], [4.8061, -1.9821, 0.1515], [0.9484, -2.7502, 6.6810], [-6.3287, 3.5003, -5.1746], [2.1072, 3.7821, 0.2293]],
  "atomic_forces_ev_per_a": [[-0.3902, -0.0093, -0.1937], [-0.0694, -0.0954, 0.0709], [0.1280, -0.0905, 0.1713], [3.7955, -0.3374, 5.8948], [0.9034, 2.1142, -2.5738], [0.0822, 0.0729, -0.0740], [-1.3397, -1.2096, 0.3832], [-0.1316, -0.0020, 0.9907], [0.0598, -0.0134, -0.3331], [0.1693, -0.0379, -0.1880], [0.1287, -0.2163, -0.8194], [-1.1805, 0.9844, 1.2937], [-0.1837, -0.2910, 0.2855], [-0.1298, 0.2128, 2.0140], [1.4550, -0.7731, 1.0704], [2.0593, 0.7553, 1.2981], [0.5458, -0.6200, 1.3690], [1.4074, -1.2404, -0.0721], [0.2424, -0.1497, 0.0410], [0.0020, 0.1756, -0.2187], [0.0257, -0.0729, 0.1072], [0.1631, 0.2842, -0.2858], [0.3891, -0.2712, 0.0897], [1.5424, 1.3328, -0.1684], [-0.6856, -0.5133, -0.1276], [0.9546, -1.5929, -0.8885], [0.6997, -1.7536, 0.4266], [1.0218, 0.6632, -0.1471], [-0.9703, -0.1758, -0.3050], [-0.1956, -0.1619, 0.0621], [-0.0290, -0.1804, 0.1919], [0.2125, -0.1328, -0.1092], [1.0369, 0.0330, 0.4641], [-0.3531, 0.1930, 0.0655], [-0.1715, 0.0631, 0.0843], [0.2112, 0.1111, -0.0849], [-0.0746, -0.1664, 0.1691], [-0.1331, 0.1128, -0.1620], [0.5132, 4.4859, 3.5512], [-0.0952, 0.0657, 0.0613], [0.1237, 0.1922, -0.1548], [-0.1465, 0.0990, 0.1900], [0.3856, -0.2084, -0.1228], [-0.1031, 0.0656, -0.0434], [-0.3241, 0.1452, 0.0031], [0.7243, -1.7083, -3.0329], [-3.0246, 0.9092, -5.1597], [-0.0056, 0.0925, -0.1110], [0.3352, 0.0706, 0.1027], [-0.6012, 1.1977, -0.2930], [0.4868, 1.6586, -1.0765], [-0.2042, 0.1122, 0.0449], [0.0529, 0.1248, -0.1428], [-0.9455, -0.1572, 0.9651], [1.2534, 1.2818, 0.1674], [-0.5770, 1.3750, -1.2705], [-0.1307, -3.9749, -2.1811], [-0.2091, -0.4989, -0.3975], [-0.0145, -0.1988, 0.3125], [-0.7676, -0.2836, -0.7310], [-2.0437, 0.1078, -0.0503], [0.1229, -0.0923, 0.2059], [-0.0126, -0.1716, 0.2224], [-1.4476, -0.6059, -1.9058], [0.1371, -0.0271, 0.0391], [0.0522, 0.1610, -0.2170], [-0.1716, 0.0973, -0.1606], [-0.2093, 0.1374, 0.0005], [-0.0867, -0.1343, 0.1448], [0.2657, -0.1443, 0.0054], [0.0867, -0.1018, 0.3722], [-0.1722, 0.2514, -1.0578], [-0.7072, -1.5505, -1.1287], [-0.2353, 0.1342, -0.0536], [0.1193, -0.0798, -0.0560], [-2.9965, -0.8931, 5.1167], [0.7557, 1.5079, -0.9677], [0.1154, -0.0307, -0.0783], [-0.0208, 0.3292, -0.3793], [-1.4759, -0.7420, -0.5249]],
  "lowdin_charge": [0.11, 0.11, 0.12, -0.08, -0.47, 0.11, 0.10, -0.28, 0.09, 0.12, -0.18, 0.07, -0.08, 0.11, 0.10, -0.73, -0.02, 0.11, 0.00, 0.01, 0.10, -0.09, -0.08, 0.10, 0.11, 0.08, 0.07, -0.24, -0.28, 0.12, -0.06, 0.00, -0.28, -0.09, 0.01, 0.12, -0.06, 0.11, -0.01, 0.10, 0.00, 0.12, -0.08, 0.10, -0.09, -0.44, 0.01, 0.11, 0.09, -0.03, 0.12, -0.07, -0.05, -0.20, 0.05, -0.20, -0.39, 0.06, -0.09, -0.21, 0.09, 0.12, 0.00, 0.01, 0.12, -0.06, 0.12, -0.06, 0.02, -0.05, 0.10, -0.28, 0.13, 0.00, -0.04, 0.70, 0.08, 0.11, -0.08, 0.09],
  "charge": -1,
  "largest_force_ev_per_a": 7.02,
  "energy_ev": -66236.394
}

no.,HOMO (eV)
1,-8.80
2,-5.50